This record from OMol25 describes a molecular structure, C48H121AgN8O at a distorted geometry. The level of theory is the ωB97M-V functional and the def2-TZVPD basis.

Total charge   0
LUMO energy   0.7 eV
Gap between HOMO and LUMO   8.7 eV

Cartesian coordinates (Å):
Ag -0.42 -2.48 -1.12
O 0.03 -0.44 -0.48
H 0.19 0.40 0.00
C 0.17 -0.60 3.98
C -0.73 -1.64 3.27
N -1.56 -2.43 4.14
C -0.68 -3.15 5.06
C 0.22 -4.21 4.37
C -2.53 -1.59 4.85
C -3.62 -2.42 5.54
H 0.69 0.05 3.27
H 0.96 -1.10 4.54
H -0.32 0.01 4.74
H -1.45 -1.16 2.60
H -0.07 -2.20 2.60
H -0.05 -2.53 5.70
H -1.30 -3.76 5.71
H -0.34 -4.83 3.66
H 1.10 -3.84 3.85
H 0.57 -4.91 5.13
H -3.05 -0.89 4.19
H -2.05 -1.02 5.65
H -3.29 -3.02 6.39
H -4.18 -3.07 4.85
H -4.36 -1.75 5.97
C -6.17 1.61 0.44
C -5.49 2.52 -0.62
N -4.98 1.76 -1.80
C -3.65 1.21 -1.42
C -3.14 0.14 -2.40
C -4.90 2.74 -2.91
C -6.20 3.14 -3.60
H -6.76 0.76 0.07
H -6.74 2.33 1.03
H -5.46 1.07 1.07
H -6.22 3.21 -1.04
H -4.68 3.12 -0.19
H -2.93 2.03 -1.53
H -3.58 0.87 -0.38
H -3.16 0.53 -3.42
H -2.11 -0.15 -2.19
H -3.70 -0.79 -2.31
H -4.25 2.22 -3.62
H -4.29 3.54 -2.50
H -6.73 2.21 -3.80
H -5.95 3.64 -4.54
H -6.74 3.83 -2.95
C 0.55 4.91 2.83
C -0.35 3.92 2.09
N -1.69 3.90 2.60
C -2.47 2.86 1.91
C -1.99 1.45 2.25
C -2.44 5.18 2.56
C -3.88 5.09 3.14
H 0.55 4.66 3.89
H 0.26 5.94 2.66
H 1.57 4.82 2.48
H -0.24 4.13 1.03
H 0.05 2.91 2.14
H -3.52 2.82 2.21
H -2.41 3.01 0.83
H -1.12 1.16 1.66
H -1.68 1.30 3.29
H -2.75 0.68 2.10
H -2.50 5.61 1.56
H -1.81 5.92 3.05
H -4.67 4.85 2.43
H -4.20 6.01 3.62
H -3.89 4.30 3.90
C 1.11 -5.10 -3.40
C 0.97 -3.80 -4.19
N 0.78 -2.67 -3.30
C 1.99 -2.37 -2.54
C 3.26 -1.99 -3.38
C 0.31 -1.46 -3.96
C -1.17 -1.67 -4.50
H 2.06 -5.12 -2.86
H 1.18 -5.97 -4.05
H 0.25 -5.25 -2.75
H 1.83 -3.64 -4.84
H 0.15 -3.86 -4.91
H 1.77 -1.48 -1.94
H 2.22 -3.16 -1.82
H 2.96 -1.23 -4.10
H 4.08 -1.61 -2.76
H 3.64 -2.86 -3.91
H 0.89 -1.08 -4.80
H 0.19 -0.64 -3.25
H -1.20 -2.31 -5.38
H -1.45 -0.69 -4.89
H -1.86 -2.12 -3.78
C 4.35 -0.96 4.91
C 5.28 -1.34 3.73
N 4.66 -2.31 2.81
C 5.72 -2.94 2.06
C 6.31 -4.13 2.83
C 3.74 -1.56 1.97
C 2.89 -2.54 1.14
H 4.86 -0.50 5.75
H 3.93 -1.85 5.38
H 3.50 -0.32 4.65
H 5.70 -0.50 3.18
H 6.16 -1.85 4.14
H 5.35 -3.34 1.12
H 6.52 -2.27 1.74
H 5.55 -4.91 2.93
H 7.12 -4.52 2.22
H 6.73 -3.97 3.82
H 4.18 -0.82 1.31
H 3.02 -1.12 2.66
H 2.02 -2.02 0.75
H 2.48 -3.35 1.76
H 3.41 -2.96 0.29
C -0.03 -5.26 0.55
C -1.51 -5.45 0.08
N -2.08 -4.19 -0.43
C -2.68 -3.50 0.71
C -3.19 -2.04 0.46
C -3.12 -4.42 -1.42
C -2.69 -4.90 -2.81
H 0.34 -6.11 1.13
H 0.19 -4.38 1.15
H 0.59 -5.20 -0.34
H -1.57 -6.26 -0.64
H -2.06 -5.77 0.96
H -3.51 -4.13 1.03
H -1.99 -3.45 1.55
H -2.39 -1.43 0.04
H -4.09 -2.03 -0.14
H -3.48 -1.59 1.41
H -3.61 -3.49 -1.69
H -3.89 -5.08 -1.02
H -3.46 -4.82 -3.58
H -2.29 -5.91 -2.75
H -1.96 -4.15 -3.10
C -0.09 3.08 -1.45
C 0.08 2.19 -2.69
N -0.01 2.98 -3.93
C 0.53 2.26 -5.08
C 1.96 1.84 -5.00
C -1.38 3.29 -4.22
C -1.42 4.56 -5.22
H -1.04 3.61 -1.43
H 0.69 3.83 -1.33
H 0.06 2.43 -0.59
H 1.03 1.66 -2.60
H -0.66 1.40 -2.74
H -0.13 1.41 -5.25
H 0.50 2.96 -5.91
H 2.15 1.05 -4.27
H 2.25 1.42 -5.97
H 2.61 2.69 -4.80
H -1.91 3.68 -3.35
H -1.96 2.46 -4.63
H -2.48 4.83 -5.24
H -1.17 4.37 -6.26
H -0.92 5.41 -4.75
C 3.52 2.33 2.34
C 3.13 2.56 0.83
N 4.38 2.90 0.13
C 4.55 4.42 0.30
C 5.91 4.94 -0.15
C 4.30 2.60 -1.30
C 4.38 1.08 -1.58
H 2.68 2.00 2.96
H 3.92 3.22 2.81
H 4.36 1.65 2.43
H 2.71 1.63 0.46
H 2.38 3.32 0.65
H 3.78 4.98 -0.23
H 4.53 4.71 1.35
H 6.05 4.90 -1.23
H 5.94 6.02 0.01
H 6.74 4.47 0.38
H 5.07 3.10 -1.88
H 3.37 3.01 -1.69
H 3.54 0.54 -1.14
H 5.31 0.66 -1.21
H 4.30 0.91 -2.65